C20H11BBrNO9Ru as an isolated structure. Source: the Open Molecules 2025 dataset; level of theory: the ωB97M-V functional and the def2-TZVPD basis.

Geometry as ORCA input:
```
! RIJCOSX wB97M-V def2-TZVPD def2/J DEFGRID3
* xyz -1 2
Ru 0.58 -0.26 -1.22
O -1.25 -5.34 1.50
C -0.94 -4.14 0.91
C -1.42 -2.94 1.36
C -1.04 -1.76 0.69
N -0.21 -1.79 -0.39
C 0.25 -3.00 -0.82
C -0.09 -4.17 -0.21
C 1.16 -2.93 -2.03
O 1.61 -3.97 -2.50
O 1.30 -1.74 -2.49
C -1.48 -0.47 1.18
O -2.21 -0.26 2.11
O -0.96 0.58 0.41
H -1.84 -5.18 2.24
H -2.07 -2.85 2.22
H 0.31 -5.10 -0.59
Br 5.70 -3.14 -2.37
C 4.58 -1.98 -1.35
C 4.15 -2.40 -0.10
C 3.35 -1.55 0.64
C 2.96 -0.32 0.12
C 3.38 0.08 -1.15
C 4.22 -0.76 -1.88
C 2.90 1.37 -1.78
O 3.71 2.17 -2.21
O 1.61 1.47 -1.82
H 4.44 -3.37 0.28
H 3.02 -1.85 1.63
H 2.34 0.35 0.72
H 4.56 -0.45 -2.86
O -1.00 2.80 -0.43
B -1.29 1.90 0.58
O -1.87 2.52 1.68
C -1.93 3.85 1.33
C -2.41 4.90 2.07
C -2.34 6.16 1.47
C -1.81 6.33 0.20
C -1.33 5.25 -0.54
C -1.40 4.02 0.06
H -2.82 4.75 3.06
H -2.71 7.02 2.02
H -1.77 7.32 -0.23
H -0.90 5.37 -1.52
*
```

Values from the calculation:
strongest force on any atom = 0.4 eV/Å
Kohn-Sham gap (spin up / spin down) = 5.7 / 6.9 eV
relative energy (zero: lowest compared OMol25 entry of this formula, charge and spin) = 32.2 kJ/mol
LUMO energy (spin up / spin down) = 2.11 / 2.32 eV
E = -4194.669155 a.u.
expectation value of S² = 1.054


A 7-piece molecular cluster, C2H21BINO7Si overall at a distorted geometry. Source: the Open Molecules 2025 dataset; level of theory: the ωB97M-V functional and the def2-TZVPD basis.

Geometry as ORCA input:
```
! RIJCOSX wB97M-V def2-TZVPD def2/J DEFGRID3
* xyz 0 1
C -1.78 0.55 -1.60
N -1.50 -0.54 -0.65
C -1.95 -0.19 0.70
B -0.14 -0.98 -0.72
O 0.32 -1.70 -1.80
Si 1.25 -0.54 0.73
I 3.20 0.37 -0.49
H -1.20 1.46 -1.37
H -1.54 0.23 -2.61
H -2.84 0.80 -1.55
H -3.03 -0.34 0.77
H -1.75 0.84 0.96
H -1.49 -0.85 1.44
H 0.94 -1.27 -2.40
H 1.77 -1.75 1.41
H 0.89 0.47 1.74
O -1.71 1.75 3.25
H -1.65 2.68 3.49
H -1.87 1.29 4.08
O -4.00 -1.04 -3.86
H -3.44 -1.22 -3.10
H -3.84 -0.11 -4.06
O 4.62 -2.08 2.22
H 5.10 -2.81 1.80
H 4.29 -1.55 1.48
O 4.27 3.10 1.92
H 4.11 3.94 1.47
H 4.09 2.42 1.26
O -3.12 1.64 -5.53
H -3.53 1.14 -6.24
H -2.77 2.44 -5.93
O 2.59 -2.97 4.36
H 2.76 -2.07 4.66
H 3.08 -3.01 3.53
*
```

Values from the calculation:
SMILES = CN(C)B(O)[SiH2]I.O.O.O.O.O.O
strongest force on any atom = 1.2 eV/Å
Kohn-Sham gap = 9.1 eV
LUMO energy = -0.03 eV
E = -1282.324167 a.u.


A 10-piece molecular cluster, C4H29N3O10 overall at a distorted geometry. Source: the Open Molecules 2025 dataset; level of theory: the ωB97M-V functional and the def2-TZVPD basis.

Geometry as ORCA input:
```
! RIJCOSX wB97M-V def2-TZVPD def2/J DEFGRID3
* xyz 0 1
C 0.78 2.73 -1.96
N 1.64 1.78 -2.70
C 0.91 2.32 -0.46
C 0.41 3.57 0.38
N 0.01 1.21 -0.22
C 0.54 0.03 0.26
N -0.22 -1.08 -0.03
O 1.62 0.01 0.85
H -0.26 2.65 -2.31
H 1.04 3.77 -2.07
H 1.85 1.82 -3.68
H 1.39 0.83 -2.39
H 1.93 1.82 -0.16
H -0.40 3.24 1.02
H 1.30 3.85 1.02
H 0.15 4.47 -0.20
H -0.85 1.22 -0.76
H -1.22 -0.96 0.00
H 0.11 -1.96 0.37
H -0.62 -2.90 -3.30
H -0.73 -2.15 -1.96
O -1.11 -2.20 -2.84
H -2.38 -0.20 -1.93
H -3.36 0.94 -1.41
O -2.42 0.72 -1.61
H -2.81 1.06 2.55
H -1.85 1.09 1.39
O -2.80 1.05 1.58
H 1.74 -2.63 -2.23
H 1.91 -3.62 -1.15
O 1.60 -3.57 -2.10
H -3.27 -0.34 0.96
H -2.55 -1.52 1.60
O -3.06 -1.32 0.81
H -2.04 -3.16 0.17
H -1.27 -4.38 0.36
O -1.43 -3.54 0.81
H -0.19 0.69 4.17
H 0.51 1.49 3.28
O -0.42 1.17 3.37
H 2.24 -1.57 0.61
H 3.31 -2.50 0.38
O 2.34 -2.53 0.40
H 2.16 1.04 2.12
H 2.90 2.37 2.42
O 2.65 1.51 2.81
*
```

Values from the calculation:
SMILES = C[C@H](CN)NC(N)=O.O.O.O.O.O.O.O.O.O
strongest force on any atom = 2.7 eV/Å
Kohn-Sham gap = 9.4 eV
relative energy (zero: lowest compared OMol25 entry of this formula, charge and spin) = 101.7 kJ/mol
LUMO energy = 0.32 eV
E = -1086.505224 a.u.


C14H29IrN6O3 as an isolated structure at a distorted geometry. Source: the Open Molecules 2025 dataset; level of theory: the ωB97M-V functional and the def2-TZVPD basis.

Geometry as ORCA input:
```
! RIJCOSX wB97M-V def2-TZVPD def2/J DEFGRID3
* xyz 3 6
Ir 1.44 0.32 -0.30
N 1.18 -0.99 -2.23
C 1.27 -2.41 -1.86
C 2.63 -2.63 -1.20
N 2.80 -1.76 -0.03
C 4.19 -1.29 0.10
C 4.49 -0.12 -0.83
N 3.62 1.02 -0.48
C 2.29 -2.41 1.19
C 2.02 -1.43 2.33
N 1.07 -0.39 1.90
H 0.31 -0.79 -2.72
H 1.93 -0.74 -2.87
H 1.17 -3.06 -2.74
H 0.45 -2.64 -1.18
H 3.42 -2.43 -1.92
H 2.72 -3.69 -0.91
H 4.89 -2.11 -0.11
H 4.37 -0.98 1.13
H 4.32 -0.38 -1.87
H 5.55 0.15 -0.72
H 3.69 1.75 -1.20
H 3.94 1.45 0.39
H 3.00 -3.17 1.54
H 1.36 -2.93 0.94
H 2.94 -0.94 2.66
H 1.63 -2.00 3.18
H 1.08 0.37 2.58
H 0.10 -0.74 1.91
C -3.00 3.58 1.74
C -3.78 2.31 1.52
C -3.31 1.35 0.42
C -4.27 0.16 0.24
C -4.01 -0.75 -0.95
C -3.26 2.13 -0.92
O -4.26 2.56 -1.39
N -2.02 2.29 -1.51
C -0.87 1.70 -1.10
O 0.18 1.76 -1.73
N -0.88 0.94 0.02
C -1.91 0.72 0.83
O -1.85 0.05 1.82
H -3.41 4.09 2.62
H -3.12 4.29 0.91
H -1.94 3.41 1.90
H -4.83 2.58 1.30
H -3.83 1.75 2.46
H -5.27 0.61 0.09
H -4.32 -0.42 1.16
H -3.76 -0.20 -1.85
H -4.91 -1.33 -1.14
H -3.23 -1.48 -0.73
H -1.99 2.84 -2.37
*
```

Values from the calculation:
strongest force on any atom = 1.9 eV/Å
Kohn-Sham gap (spin up / spin down) = 10.2 / 5.1 eV
LUMO energy (spin up / spin down) = -9.21 / -14.16 eV
E = -1208.320909 a.u.
expectation value of S² = 8.767